Entry from the OMol25 dataset: 7 unconnected molecules or ions with the total composition C9H29F3N10O8 in a non-equilibrium geometry (ωB97M-V/def2-TZVPD).

The calculation puts the LUMO energy (spin up / spin down) at 2.12 / 2.07 eV. The spin multiplicity is 2. As for the total energy: -49235.15656 eV. The value obtained for the maximum force is 8.7 eV Å⁻¹. The net charge is -1. The value obtained for the frontier orbital gap (spin up / spin down) is 1.869 / 8.022 eV.

The geometry in XYZ format:
```
59
Properties=species:S:1:pos:R:3:forces:R:3
F 3.473471 3.791529 -1.996982 0.0 0.9 0.9
F 2.588081 4.204919 -3.918422 -1.4 1.3 0.4
F 3.229981 2.318599 -3.468432 -0.2 -1.7 0.2
O 1.045911 -2.428791 -1.311142 0.2 -0.5 0.3
O 1.938091 2.498989 5.086368 2.5 4.5 -0.3
O -2.461349 -2.169051 -2.270812 -1.9 -8.0 -2.9
O 1.542941 -0.178681 0.562268 1.2 -0.6 0.7
O 0.315691 2.332159 -3.106722 -1.1 1.7 0.0
O -0.236519 1.251169 2.111278 1.0 -2.4 0.0
O 0.304721 -1.969481 2.356618 -0.2 3.7 0.3
O 1.422931 1.872729 -1.186022 0.0 3.2 -1.0
N 1.414391 0.605309 4.082388 0.8 -2.6 -3.2
N 0.061851 -3.845591 1.183658 -0.4 -1.3 -1.8
N 1.825441 -4.502711 -2.088662 4.1 -0.1 0.7
N -1.150279 -0.600451 -1.916622 7.9 3.5 -1.3
N -1.294449 2.808309 0.965038 0.5 1.5 -4.4
N -3.184859 -0.489501 -1.133832 -2.7 2.1 2.4
N -2.106249 2.279249 2.780218 -4.5 -0.5 6.1
N 0.926851 -3.887581 3.142728 3.1 -4.1 5.6
N -0.135749 -4.082531 -2.224222 -8.4 -0.8 -2.4
N 0.830871 0.988909 6.115218 -2.2 -2.3 5.1
C 2.595871 3.336099 -2.882972 0.3 -1.6 -0.4
C 1.232691 2.924719 -2.121892 0.1 -4.1 0.5
C 0.467911 -3.161301 2.250628 -2.9 2.6 -4.2
C -2.236529 -1.168261 -1.732212 -3.1 2.5 0.7
C 0.896871 -3.563651 -1.781672 6.1 2.0 1.4
C -1.103999 2.560779 -2.913922 0.1 -0.9 -1.5
C 1.503061 1.404059 5.106118 -0.4 0.6 -2.1
C -1.200669 1.945409 1.945648 2.4 2.0 -1.0
C -1.790019 2.133479 -4.249602 -0.6 0.3 0.9
H -0.450409 -3.484081 0.391828 0.4 0.3 0.4
H 1.186381 0.999999 3.181088 0.3 -0.1 0.4
H -4.137329 -0.795191 -1.273322 0.4 0.1 0.2
H -1.825689 2.868009 -5.054142 0.8 0.1 0.1
H 1.462761 -5.438981 -2.198022 0.6 0.0 0.4
H 1.178531 -0.367241 4.218818 -0.2 0.2 -0.4
H -0.861279 -3.383751 -2.297852 -1.3 -0.5 -0.5
H 1.191221 1.349919 6.986958 -0.5 -0.4 0.3
H -2.997809 0.464219 -0.858992 -0.3 -0.2 0.1
H 0.428881 -4.786301 1.162668 -0.4 -0.4 -0.7
H 1.042801 -3.535041 4.082078 0.2 -0.2 -0.2
H -0.548209 -1.119531 -2.539652 0.3 0.3 0.4
H -2.851679 1.992579 -4.046842 -0.2 -0.2 0.2
H -0.418879 2.989869 0.495438 -0.2 0.1 -0.6
H 0.790851 3.881449 -1.843412 -0.1 0.2 0.7
H 2.756581 -4.423611 -1.705482 -0.1 -0.1 0.1
H -2.569539 3.175679 2.736878 0.2 -0.5 0.0
H -2.041349 3.486399 1.014368 0.7 0.0 -0.6
H -1.496109 3.508319 -2.544452 1.0 1.1 -0.7
H -1.417859 1.174799 -4.610902 0.2 0.2 0.1
H -1.592359 1.992169 -2.122532 0.6 -1.0 0.3
H 1.095101 -0.032381 1.398718 -0.9 -0.1 0.7
H 0.059041 -4.731161 -2.973512 -1.2 0.2 0.1
H -0.867529 0.362599 -1.804002 -0.2 -0.1 0.4
H 0.968311 -4.875211 2.935428 0.2 -0.4 0.7
H 0.516091 0.034069 6.018898 -0.1 0.1 0.9
H 1.422821 0.567219 -0.030022 -0.1 2.0 -1.8
H -2.021379 1.931729 3.724738 -0.2 -0.3 -0.1
H 1.281101 -1.015391 0.171198 -0.4 -1.2 -0.6
```
Positions in Å, forces in eV/Å.

=====

Entry from the OMol25 dataset: C3H5NO3 in the gas phase in a non-equilibrium geometry (ωB97M-V/def2-TZVPD).

The calculation puts the LUMO energy at 0.88 eV. As for the total energy: -10824.02282 eV. The value obtained for the maximum force is 1.2 eV Å⁻¹. The net charge is 0. As for the SMILES: NC(=O)COC=O. The value obtained for the frontier orbital gap is 10.844 eV.

The geometry in XYZ format:
```
12
Properties=species:S:1:pos:R:3:forces:R:3
O 0.221932 -1.327781 1.380896 -0.7 0.7 -0.2
O 1.457704 1.049463 0.035698 -0.4 -0.6 -0.1
O 0.842414 -0.752997 -1.168558 0.6 0.5 -0.7
N -1.660833 -0.594685 0.194831 -0.3 -0.4 0.2
C 1.646203 0.116660 -0.919825 -0.2 -0.3 -0.3
C -0.347918 -0.528356 0.671731 -0.2 0.3 0.6
C 0.065535 0.918321 0.441220 0.2 0.0 -0.1
H -2.256307 -1.207517 0.717170 -0.1 -0.7 -0.2
H -0.509980 1.344412 -0.381394 -0.1 -0.1 0.2
H 2.554578 0.199774 -1.529429 0.2 0.4 0.6
H -1.757185 -0.637551 -0.813618 0.0 0.1 0.3
H -0.256146 1.420260 1.371276 1.1 0.2 -0.4
```
Positions in Å, forces in eV/Å.

=====

Entry from the OMol25 dataset: a molecular structure, C49H40BKN2O3P2S (ωB97M-V/def2-TZVPD).

The calculation puts the LUMO energy at 4.02 eV. As for the total energy: -107003.87481 eV. The value obtained for the maximum force is 0.2 eV Å⁻¹. The net charge is -2. The value obtained for the frontier orbital gap is 5.811 eV.

The geometry in XYZ format:
```
99
Properties=species:S:1:pos:R:3:forces:R:3
K 0.608439 1.704544 -1.242665 -0.1 0.1 0.0
S 6.027886 0.799870 -1.591362 0.0 0.0 0.0
P 0.742594 1.126982 2.011115 0.0 0.0 0.0
P -0.579612 -1.414895 -1.770357 0.2 0.0 0.0
O -1.056976 -0.945643 1.460541 -0.1 0.1 0.0
O 1.803040 -1.383807 -3.727952 -0.1 -0.1 0.1
O 0.389714 0.409061 -3.827535 0.1 0.0 -0.2
N -1.194658 3.538429 -0.586521 -0.1 0.1 0.1
N 3.253675 1.268417 -1.445246 0.0 -0.1 -0.1
C -2.340606 -2.434154 0.055164 0.0 0.0 0.0
C 2.217550 1.918235 2.761857 0.0 0.0 0.1
C -1.896585 1.377606 5.173831 0.0 0.0 0.0
C 3.395621 3.172744 4.454396 0.0 0.0 0.0
C 4.566436 3.095682 3.711841 0.0 0.0 0.0
C -0.850143 0.976321 4.358237 0.0 0.1 0.0
C 2.227901 2.584076 3.985370 0.0 0.0 0.0
C -4.542034 -3.114107 0.959821 0.0 0.0 0.0
C -4.359329 -2.347774 2.106661 0.0 0.0 0.0
C -3.459256 -3.474448 -4.741466 0.0 0.0 0.0
C -1.259203 -3.311301 -3.780694 0.0 0.0 0.0
C 0.060064 -2.856332 2.440895 -0.1 0.0 0.0
C 4.404441 1.074780 -1.521535 0.0 0.0 0.0
C -3.178818 -1.631898 2.245556 0.0 0.0 0.0
C -3.017106 -1.873868 -2.998935 0.0 -0.1 0.0
C 2.285997 -0.483923 -4.631853 0.1 0.0 -0.1
C 1.165271 -3.320012 3.135440 0.0 0.0 0.0
C -2.142250 -3.906186 -4.674754 0.0 0.0 0.0
C -2.230016 -1.721812 1.235560 0.0 0.0 0.0
C -0.607497 1.626371 3.146126 0.0 -0.1 0.1
C -3.893263 -2.452584 -3.905241 0.0 0.0 0.0
C -3.242154 4.159987 0.166139 0.0 0.0 0.0
C 0.284660 -3.975917 -0.891424 0.0 0.0 0.0
C 4.565535 2.436275 2.489087 0.0 0.0 0.0
C -2.344401 5.241496 0.376187 0.1 0.0 0.0
C -1.434579 2.676502 2.758946 0.0 0.0 0.0
C 1.862651 -2.168367 -0.736701 -0.1 -0.1 -0.1
C -1.690355 -2.295508 -2.931380 0.0 0.0 0.0
C 3.395859 1.861796 2.015019 0.0 0.0 0.0
C -0.026396 -1.504122 2.120104 0.0 0.0 0.1
C 0.190311 5.549305 -0.109420 0.0 0.0 0.0
C -2.491886 3.149042 -0.417220 0.0 0.0 0.0
C 2.461967 -4.348093 0.072805 0.0 0.0 0.0
C 0.987534 -0.615579 2.507100 0.2 0.0 0.1
C -2.716019 2.433050 4.782737 0.0 0.0 0.0
C -3.556322 -3.137012 -0.023970 0.0 0.0 -0.1
C 2.829465 1.611053 -6.306800 0.0 0.0 0.0
C 2.780685 -3.011328 -0.132230 0.0 0.0 0.0
C 0.604183 -2.642232 -1.118556 0.0 0.0 0.1
C -1.113109 4.807903 -0.098495 0.0 0.0 -0.1
C 1.218457 -4.828131 -0.313538 0.0 0.0 0.0
C 3.698177 0.529619 -6.223494 0.0 0.0 0.0
C 3.441655 -0.546227 -5.376097 0.0 0.0 0.0
C -2.483768 3.077800 3.578804 0.0 0.0 0.0
C 2.085594 -1.108893 3.202565 -0.1 0.0 0.0
C 1.425531 0.597848 -4.709939 0.0 0.1 0.0
C -2.923884 1.757035 -0.775112 0.0 0.1 0.0
C 1.665908 1.667349 -5.540751 0.0 0.0 0.0
C 2.181954 -2.457504 3.519959 0.0 0.0 0.0
B 0.622948 -0.837602 -3.216467 0.0 0.0 0.0
H -4.293672 4.109647 0.418396 0.0 0.0 0.0
H 4.604785 0.531078 -6.814889 0.0 0.0 0.0
H 2.872985 -0.428288 3.502115 0.0 0.0 0.0
H -0.724354 -3.527680 2.121091 0.0 0.0 0.0
H -2.428531 1.002209 -0.153721 0.0 0.0 0.0
H 3.069354 2.436186 -6.965225 0.0 0.0 0.0
H 2.138367 -1.134336 -0.930573 0.0 0.0 0.1
H -1.286411 3.171969 1.804707 0.0 0.0 0.0
H 3.389718 3.693754 5.405042 0.0 0.0 0.0
H -4.147401 -3.934862 -5.441017 0.0 0.0 0.0
H 3.048322 -2.829248 4.053454 0.0 0.0 0.0
H 4.123267 -1.379696 -5.279579 0.0 0.0 0.0
H -2.987676 -1.007161 3.113032 0.0 0.0 0.0
H 3.178050 -5.011046 0.544868 0.0 0.0 0.0
H -3.355418 -1.104554 -2.315698 0.0 0.0 0.0
H 5.465201 2.378154 1.888520 0.0 0.0 0.0
H 0.991084 2.511706 -5.577716 0.0 0.0 0.0
H 0.952097 5.028427 0.480585 0.0 0.0 0.0
H -3.544870 2.737569 5.411807 0.0 0.0 0.0
H -1.796399 -4.701464 -5.325064 0.0 0.0 0.0
H 1.318088 2.647932 4.569923 0.0 0.0 0.0
H -5.459346 -3.682615 0.829751 0.0 0.0 0.0
H 3.399437 1.374416 1.046296 0.0 0.0 0.0
H -5.124443 -2.300546 2.873459 0.0 0.0 0.0
H 1.237126 -4.377755 3.361716 0.0 0.0 0.0
H 0.066845 6.547897 0.315945 0.0 0.0 0.0
H -0.706901 -4.329502 -1.143191 0.0 0.0 0.0
H -2.557341 6.211014 0.808867 0.0 0.0 0.0
H 3.743919 -2.620007 0.171420 0.0 0.0 0.0
H 5.475541 3.555944 4.080991 0.0 0.0 0.0
H -0.226628 -3.639614 -3.736515 0.0 0.0 0.0
H -2.697410 1.517980 -1.820788 0.0 0.0 0.0
H 0.960579 -5.867731 -0.142768 0.0 0.0 0.0
H -3.124909 3.881297 3.239183 0.0 0.0 0.0
H -4.921695 -2.114032 -3.947801 0.0 0.0 0.0
H -3.760543 -3.731235 -0.917730 0.0 0.0 0.0
H 0.590167 5.663066 -1.122455 0.0 0.0 0.0
H -0.221114 0.144854 4.654206 0.0 0.0 0.0
H -3.999897 1.636205 -0.633026 0.0 0.0 0.0
H -2.081415 0.860135 6.108240 0.0 0.0 0.0
```
Positions in Å, forces in eV/Å.

=====

Q: Which of these has the highest maximum force?
A: C9H29F3N10O8

=====

Q: What is the maximum force in the third record?
A: 0.2 eV Å⁻¹

=====

Q: Which value of maximum force does entry 2 give?
A: 1.2 eV Å⁻¹

=====

Q: Look up the net charge of the second one.
A: 0